# 1
The following is a DFT calculation (ωB97M-V with the def2-TZVPD basis set) of a structure of composition C39H37GeN2O5Ta.

- Maximum force: 2.5 eV Å⁻¹
- Kohn-Sham gap: 7.38 eV
- Energy relative to the best compared isomer or geometry (same formula, charge and spin): 35.0 kcal/mol
- Highest occupied orbital energy: -7.34 eV
- Calculated total energy: -4128.08385 Eh
- 2S+1: 1

Structure (XYZ):
```
85
Properties=species:S:1:pos:R:3:forces:R:3:lowdin_charge:R:1
Ta 0.2721 -0.3318 -0.3609 -0.51 -2.42 -0.62 1.763
O -1.4859 0.1654 -0.1013 -1.60 0.33 0.22 -0.256
C -2.3174 1.1386 -0.4910 -0.53 0.61 -0.25 -0.303
C -3.2447 0.8875 -1.5010 0.20 -0.25 0.18 0.002
C -4.1040 1.8829 -1.9234 -0.02 0.07 0.04 -0.066
C -4.0669 3.1430 -1.3341 -0.08 -0.02 -0.06 -0.084
C -3.1553 3.3931 -0.3285 0.04 0.03 0.05 -0.036
C -2.2572 2.4129 0.0943 0.02 -0.28 -0.11 -0.144
C -1.2660 2.7239 1.1171 0.07 0.04 0.18 -0.102
N -0.2497 1.9990 1.3384 0.09 -0.13 -0.33 0.012
C 0.6599 2.3360 2.4076 0.15 0.09 0.21 -0.202
C 2.0649 1.8518 2.0672 0.04 0.13 0.06 -0.204
N 1.9910 0.4570 1.7146 -0.09 -0.01 -0.33 -0.007
C 2.8665 -0.3598 2.1307 -0.04 0.17 0.13 -0.083
C 2.8158 -1.7836 1.8429 -0.19 -0.16 -0.15 -0.144
C 3.9312 -2.5821 2.1084 -0.02 0.11 -0.01 -0.044
C 3.9351 -3.9285 1.8115 0.05 -0.07 0.00 -0.086
C 2.7989 -4.5045 1.2485 0.10 0.05 0.04 -0.066
C 1.6735 -3.7421 1.0100 -0.23 0.13 0.06 -0.008
C 1.6529 -2.3760 1.3050 0.52 -0.35 0.09 -0.329
O 0.5427 -1.6699 1.0875 -0.27 0.40 -0.46 -0.253
H -3.2510 -0.1014 -1.9419 -0.04 0.03 -0.04 0.120
H -4.8114 1.6767 -2.7161 0.00 -0.01 0.00 0.108
H -4.7477 3.9174 -1.6607 0.01 0.00 0.01 0.102
H -3.1207 4.3718 0.1375 0.03 -0.01 0.01 0.113
H -1.4426 3.6463 1.6875 0.02 -0.03 0.04 0.135
H 0.3303 1.8076 3.3076 -0.02 0.02 -0.01 0.127
H 0.6728 3.4107 2.6294 -0.06 -0.01 -0.01 0.118
H 2.7273 2.0370 2.9218 0.06 0.00 -0.05 0.120
H 2.4541 2.4086 1.2089 -0.01 0.01 0.03 0.105
H 3.7149 -0.0158 2.7368 -0.04 0.01 0.04 0.133
H 4.8098 -2.1178 2.5431 0.00 0.01 -0.01 0.111
H 4.8142 -4.5274 2.0091 -0.01 0.00 -0.01 0.100
H 2.8023 -5.5545 0.9870 -0.04 -0.01 -0.01 0.101
H 0.7782 -4.1717 0.5813 0.03 -0.02 0.00 0.110
C 1.9128 2.6788 -3.4947 0.00 -0.03 0.02 0.013
C 1.4208 2.3788 -2.0906 0.04 -0.02 0.02 -0.498
C 1.2741 3.6605 -1.2829 -0.05 -0.10 -0.02 0.006
O 0.1420 1.7182 -2.1265 0.08 0.09 0.41 -0.046
C 2.4315 1.4459 -1.3826 0.14 0.89 -0.31 -0.537
O 3.5503 1.8071 -1.1243 -0.10 -0.29 -0.04 0.121
O 1.9237 0.2724 -1.0811 1.39 -0.05 -0.15 -0.206
H 1.2472 3.3955 -3.9781 -0.01 -0.02 0.02 0.098
H 1.9503 1.7662 -4.0864 0.08 -0.13 -0.14 0.078
H 2.9166 3.0978 -3.4448 0.01 -0.01 -0.02 0.104
H 0.6823 4.3865 -1.8404 -0.03 -0.03 -0.01 0.096
H 2.2621 4.0741 -1.0886 0.00 0.01 0.00 0.099
H 0.7769 3.4526 -0.3384 0.05 0.06 0.00 0.060
H 0.1062 1.1680 -2.9209 -0.07 -0.18 0.07 0.102
C -0.2387 -1.5935 -1.8702 1.18 0.99 1.39 -0.388
Ge 0.8436 -2.5804 -3.1152 0.00 -0.13 -0.53 0.926
C 2.2400 -1.4482 -3.9413 -0.13 -0.19 0.05 -0.276
C 2.1171 -0.9098 -5.2217 -0.08 -0.05 -0.02 -0.124
C 3.1706 -0.2274 -5.8189 -0.03 0.11 0.01 -0.099
C 4.3546 -0.0354 -5.1232 -0.02 0.07 0.00 -0.094
C 4.4801 -0.5265 -3.8306 0.05 0.01 0.03 -0.078
C 3.4386 -1.2392 -3.2548 -0.06 0.06 -0.02 -0.144
C 1.8200 -4.2398 -2.5932 -0.21 0.33 -0.01 -0.255
C 3.1293 -4.4749 -3.0068 -0.04 0.00 0.02 -0.103
C 3.7627 -5.6787 -2.7263 0.02 -0.07 0.03 -0.085
C 3.0872 -6.6786 -2.0423 0.04 0.03 -0.03 -0.101
C 1.7739 -6.4683 -1.6462 -0.08 -0.06 0.06 -0.105
C 1.1510 -5.2601 -1.9194 -0.05 0.06 -0.05 -0.136
C -0.4573 -3.2119 -4.4873 0.15 0.20 0.16 -0.254
C -1.7342 -3.5794 -4.0594 0.08 0.01 0.04 -0.126
C -2.7227 -3.9441 -4.9607 -0.04 -0.04 -0.02 -0.094
C -2.4516 -3.9489 -6.3220 -0.01 0.02 0.03 -0.101
C -1.1791 -3.6214 -6.7650 -0.02 -0.04 -0.06 -0.093
C -0.1930 -3.2638 -5.8546 0.12 -0.09 0.04 -0.117
H -1.2784 -1.9103 -1.9251 -0.05 0.07 0.11 -0.057
H 1.1927 -1.0481 -5.7719 0.07 0.10 0.01 0.084
H 3.0645 0.1622 -6.8245 -0.01 -0.01 0.01 0.101
H 5.1728 0.5049 -5.5828 0.01 -0.02 0.01 0.100
H 5.3955 -0.3637 -3.2758 -0.01 0.00 0.01 0.107
H 3.5602 -1.6480 -2.2578 0.05 0.04 0.02 0.106
H 3.6643 -3.7174 -3.5646 0.03 -0.02 0.01 0.085
H 4.7839 -5.8387 -3.0505 -0.01 0.00 -0.01 0.100
H 3.5765 -7.6213 -1.8316 0.00 0.00 0.01 0.099
H 1.2336 -7.2502 -1.1250 0.00 0.01 -0.01 0.103
H 0.1189 -5.1102 -1.6178 0.00 -0.04 0.04 0.099
H -1.9567 -3.5900 -2.9977 -0.08 0.04 -0.03 0.083
H -3.7076 -4.2187 -4.6023 0.01 -0.01 0.00 0.099
H -3.2272 -4.2113 -7.0304 0.02 -0.02 -0.01 0.098
H -0.9560 -3.6459 -7.8249 0.02 0.01 0.01 0.100
H 0.8041 -3.0365 -6.2154 -0.08 -0.04 -0.05 0.088
```
Forces are in eV/Å.

---

# 2
The following is a DFT calculation (ωB97M-V with the def2-TZVPD basis set) of a cluster of 2 separate species, C6H11BrO3 in total.

- Maximum force: 5.5 eV Å⁻¹
- Kohn-Sham gap: 9.31 eV
- Energy relative to the best compared isomer or geometry (same formula, charge and spin): 109.0 kcal/mol
- Highest occupied orbital energy: -8.71 eV
- Calculated total energy: -3034.81026 Eh
- 2S+1: 1

Structure (XYZ):
```
21
Properties=species:S:1:pos:R:3:forces:R:3:lowdin_charge:R:1
C -2.4007 -0.1300 1.8546 0.95 0.72 1.95 -0.333
C -0.7550 2.5412 1.2680 -2.13 -3.48 -3.68 -0.043
C 1.5310 -1.7897 -1.9917 0.16 -1.04 1.06 -0.065
C -0.3411 1.1152 1.7354 0.27 1.15 -1.07 -0.217
C 0.1190 -1.6034 -1.3964 -0.53 0.82 -1.60 -0.168
C -1.1865 0.5398 -1.6266 0.33 1.15 -0.30 -0.528
O -2.7250 0.3613 2.9054 0.11 0.21 -0.57 0.080
O -1.1524 0.0016 1.3244 -0.95 0.14 -0.11 -0.088
O -0.1386 -0.1376 -1.6431 1.06 -0.18 -0.41 -0.243
Br -2.7319 -0.5482 -1.6223 -1.71 -0.89 -0.02 0.678
H -3.0832 -0.7872 1.3455 0.19 -0.42 -0.90 0.106
H 0.0895 3.0865 1.4078 2.15 2.17 0.70 0.032
H -1.0156 2.5964 0.1046 0.65 -0.38 2.42 0.107
H -1.6324 2.8322 1.7790 -0.65 0.73 0.78 0.055
H 1.9516 -2.7263 -1.6623 0.11 -0.44 1.08 0.067
H 1.6122 -2.0574 -3.0172 -0.88 0.63 -1.37 0.062
H 2.3078 -1.0404 -1.7954 -0.75 0.15 0.29 0.089
H -0.0722 1.2243 2.7493 -1.02 -0.54 1.93 0.101
H 0.6509 0.8784 1.4151 0.50 -0.30 -1.30 0.106
H -0.0134 -1.5031 -0.3229 0.47 -1.20 0.22 0.102
H -0.7266 -2.2194 -1.8953 1.67 0.99 0.90 0.100
```
Forces are in eV/Å.